The following is a DFT calculation (ωB97M-V with the def2-TZVPD basis set) of a structure of composition C12H27IrN3O2P2.

Results
HOMO energy (spin up / spin down) in eV: -12.125 / -15.265
2S+1: 6
HOMO-LUMO gap (spin up / spin down) in eV: 6.9 / 5.9
Net charge: +2

Last column: Löwdin charge in e.
Atoms and positions in Å:
H1 -3.52 0.23 0.75  -0.004
P1 -2.20 -0.11 1.14  0.757
H2 3.00 1.34 5.27  0.100
H3 -0.56 -3.30 -0.16  0.159
H4 1.43 -2.60 -0.95  0.138
N1 2.11 1.21 3.39  -0.162
H5 -2.14 0.13 2.52  -0.025
H6 2.98 -0.21 -1.22  0.148
H7 2.59 -0.34 4.75  0.104
H8 3.46 2.19 2.09  0.103
H9 -1.08 -2.02 -1.15  0.035
C1 1.49 -1.61 -0.45  -0.148
H10 -3.39 -2.51 -1.39  0.075
H11 2.22 -1.66 0.38  0.140
C2 -1.97 -1.03 -2.29  -0.566
C3 0.34 2.76 -2.09  -0.225
C4 1.95 -0.53 -1.44  -0.143
H12 -4.03 -1.31 -2.53  0.108
P2 -0.92 2.64 -0.81  0.763
H13 2.16 3.23 2.74  0.104
H14 -2.16 2.90 -1.46  -0.003
N2 0.15 -1.26 0.06  -0.171
H15 1.29 0.77 5.29  0.105
C5 -0.89 -2.23 -0.15  -0.264
C6 -3.17 -1.96 -2.32  0.014
C7 2.84 2.40 2.97  -0.010
H16 -0.71 3.75 0.07  -0.005
H17 0.46 3.61 -2.78  0.104
H18 -1.75 -2.31 1.86  0.091
Ir1 -0.50 0.61 -0.03  0.989
N3 1.04 0.63 -1.37  -0.156
H19 -1.16 -1.97 -4.09  0.116
H20 0.73 -0.24 2.89  0.148
C8 1.19 1.69 -2.18  -0.215
C9 2.25 0.71 4.76  -0.010
C10 -2.02 -1.91 0.88  -0.330
H21 -0.22 -0.56 -3.45  0.068
H22 1.93 -0.94 -2.48  0.138
O1 -1.91 0.01 -1.57  -0.147
H23 3.49 2.69 3.80  0.097
H24 -3.06 -2.71 -3.11  0.109
C11 -1.23 -0.99 -3.57  0.002
H25 -1.87 -0.30 -4.14  0.115
C12 1.24 0.67 2.54  -0.271
O2 1.03 1.19 1.41  -0.209
H26 2.02 1.62 -2.93  0.161
H27 -2.95 -2.37 0.57  0.073

***

The following is a DFT calculation (ωB97M-V with the def2-TZVPD basis set) of a cluster of 3 separate species, C12H27NO8S in total.

Results
HOMO energy in eV: -9.392
HOMO-LUMO gap in eV: 9.7
Net charge: 0

Last column: Löwdin charge in e.
Atoms and positions in Å:
H1 -4.22 2.42 -3.71  0.082
C1 6.42 1.52 1.42  -0.121
H2 6.83 2.32 0.82  0.073
C2 -2.31 2.48 -2.68  -0.490
C3 -1.73 3.62 -3.50  -0.063
H3 -4.05 -1.97 -1.06  0.136
H4 -0.34 2.01 1.35  0.076
H5 5.44 1.84 1.78  0.078
O1 4.81 -1.47 0.94  -0.298
C4 6.04 -0.87 1.38  -0.302
H6 -4.89 -4.29 -1.34  0.078
H7 0.70 -1.34 0.42  0.128
H8 -4.24 1.69 -2.10  0.077
C5 1.57 -0.90 0.90  -0.132
H9 -2.14 3.41 -0.97  0.089
H10 7.08 1.37 2.26  0.077
H11 5.66 0.42 -0.13  0.104
O2 4.06 -2.60 3.00  -0.350
S1 3.73 -1.47 2.18  0.937
O3 0.00 -0.29 2.75  0.118
C6 -3.83 2.51 -2.70  -0.060
H12 -2.04 4.59 -3.10  0.081
H13 -3.59 -4.90 -0.32  0.081
O4 -2.22 -0.29 2.72  0.118
H14 -1.87 -1.57 0.05  0.066
O5 -1.84 2.57 -1.33  -0.072
C7 -3.40 -2.81 -0.84  -0.495
N1 6.34 0.31 0.60  -0.092
H15 -1.77 -3.27 0.52  0.088
H16 -3.03 -2.23 1.22  0.076
H17 -2.05 3.56 -4.54  0.081
C8 -1.21 0.29 2.38  -0.456
H18 -1.96 1.53 -3.07  0.139
O6 2.39 -1.97 1.37  -0.273
H19 -2.05 -3.80 -1.85  0.083
H20 6.81 -1.61 1.21  0.123
H21 6.01 -0.65 2.44  0.102
H22 2.10 -0.32 0.16  0.131
H23 -1.74 2.31 2.33  0.104
O7 1.70 1.07 2.21  0.143
C9 -1.29 1.59 1.65  0.030
H24 -4.85 -3.87 0.38  0.081
H25 -4.21 3.44 -2.27  0.082
C10 -2.47 -2.45 0.31  -0.063
H26 -0.64 3.59 -3.48  0.079
O8 -2.64 -3.05 -2.02  -0.057
C11 -4.24 -4.04 -0.50  -0.064
C12 1.10 0.05 1.99  -0.429
H27 -1.93 1.54 0.78  0.073

***

The following is a DFT calculation (ωB97M-V with the def2-TZVPD basis set) of a structure of composition C12H27O19S3V.

Results
HOMO energy (spin up / spin down) in eV: -3.423 / -3.420
2S+1: 2
HOMO-LUMO gap (spin up / spin down) in eV: 4.8 / 4.8
Net charge: -1

Last column: Löwdin charge in e.
Atoms and positions in Å:
H1 1.54 -4.59 -2.98  0.094
O1 -4.62 1.35 -2.84  -0.285
H2 0.78 2.08 5.23  0.075
C1 0.87 1.95 4.15  -0.071
C2 4.51 -0.96 2.49  -0.273
H3 -0.32 -2.50 4.23  0.067
H4 0.68 -3.35 3.00  0.070
H5 -2.61 1.38 -1.15  0.056
O2 1.96 -4.15 -3.72  0.116
H6 3.28 -3.43 0.64  0.060
H7 -6.49 0.78 -0.94  0.069
S1 -3.74 2.74 -2.89  0.708
O3 1.66 2.55 -0.94  0.037
C3 0.43 -2.39 3.44  -0.063
H8 0.42 2.92 3.98  0.079
O4 -1.40 -1.08 -1.46  -0.262
H9 -7.79 1.42 -1.89  0.051
H10 4.71 0.03 2.90  0.124
H11 1.29 -1.73 3.52  0.036
H12 1.93 1.90 3.89  0.091
C4 -6.73 1.54 -1.68  -0.069
H13 -2.29 3.21 -1.02  0.072
C5 -0.03 0.80 3.78  -0.295
O5 0.44 -2.85 -2.71  -0.116
O6 -1.84 -1.14 2.49  -0.285
O7 4.86 -0.48 -0.31  -0.268
O8 2.37 -0.90 -0.83  -0.315
C6 -2.99 2.40 -1.22  -0.072
O9 0.13 1.06 -0.57  -0.125
H14 5.30 -2.16 3.90  0.087
O10 -4.57 3.93 -2.77  -0.308
H15 -6.72 2.51 -1.19  0.059
O11 0.04 -1.65 0.87  -0.305
H16 0.18 0.09 4.58  0.108
C7 3.91 -2.98 -0.11  -0.067
O12 -0.31 2.20 -4.93  0.140
O13 1.89 -1.94 -4.00  0.065
C8 -6.05 1.56 -3.17  -0.184
H17 -3.79 2.54 -0.49  0.055
C9 1.48 -2.95 -3.45  -0.845
H18 -6.45 0.73 -3.74  0.104
S2 3.60 -1.16 -0.04  0.758
H19 4.98 -3.14 0.03  0.070
H20 3.53 -3.36 -1.06  0.065
C10 0.81 2.06 -0.18  -0.798
O14 0.46 2.55 1.00  0.104
H21 -1.04 1.21 3.83  0.131
H22 -1.15 2.09 -4.47  0.040
H23 3.70 -2.73 3.34  0.080
S3 -0.41 -1.28 2.18  0.713
H24 5.43 -1.16 1.95  0.110
H25 3.84 -1.25 4.43  0.082
O15 -2.73 2.57 -3.94  -0.277
V1 0.17 -0.89 -1.61  1.159
H26 -0.05 1.84 1.40  0.069
O16 -0.09 0.57 -3.47  -0.041
C11 4.28 -1.86 3.64  -0.082
C12 0.25 1.14 -4.50  -0.912
H27 -6.40 2.47 -3.67  0.102
O17 3.32 -1.02 1.62  -0.282
O18 1.26 0.70 -5.09  -0.026
O19 0.29 0.20 2.55  -0.278

***

The following is a DFT calculation (ωB97M-V with the def2-TZVPD basis set) of a structure of composition C12H28AgF6O8.

Results
HOMO energy (spin up / spin down) in eV: -6.152 / -6.117
2S+1: 2
HOMO-LUMO gap (spin up / spin down) in eV: 3.8 / 3.0
Net charge: 0

Last column: Löwdin charge in e.
Atoms and positions in Å:
H1 -29.76 -11.44 -19.92  0.080
F1 -28.91 -2.72 -19.87  0.101
O1 -28.57 -5.58 -18.66  -0.276
C1 -21.61 -12.18 -20.60  -0.311
H2 -28.58 -10.96 -22.54  0.074
O2 -28.58 -10.82 -21.59  -0.146
O3 -22.81 -11.58 -20.98  0.143
O4 -23.51 -6.72 -18.73  -0.141
C2 -29.35 -3.12 -18.66  -0.598
H3 -28.09 -9.58 -15.51  0.081
H4 -26.52 -10.08 -15.00  0.071
H5 -21.75 -5.86 -19.38  0.076
H6 -26.56 -5.61 -23.78  0.084
H7 -27.41 -4.09 -15.46  0.103
O5 -26.79 -10.24 -16.96  -0.147
O6 -29.06 -4.42 -16.74  -0.105
H8 -23.04 -5.60 -20.44  0.079
H9 -19.57 -13.92 -21.24  0.112
H10 -23.15 -6.92 -17.86  0.081
C3 -19.61 -12.92 -21.69  -0.230
H11 -28.71 -3.32 -13.67  0.067
C4 -22.83 -5.70 -19.38  -0.180
H12 -18.11 -13.25 -23.23  0.072
H13 -23.15 -4.80 -18.85  0.086
H14 -21.05 -11.47 -19.98  0.178
C5 -28.53 -4.29 -18.07  -0.452
H15 -27.13 -11.13 -16.87  0.075
C6 -19.18 -13.02 -23.19  -0.058
H16 -27.50 -3.93 -18.04  0.128
C7 -29.16 -3.98 -14.40  -0.090
O7 -25.50 -7.33 -23.51  -0.152
H17 -18.91 -12.30 -21.13  0.122
H18 -29.05 -5.02 -14.08  0.071
F2 -29.26 -1.98 -17.98  0.126
O8 -20.94 -12.40 -21.82  -0.082
H19 -25.71 -6.12 -25.23  0.079
H20 -19.30 -12.09 -23.73  0.076
Ag1 -26.13 -8.64 -20.17  0.868
C8 -27.04 -9.52 -15.78  -0.165
C9 -28.40 -3.70 -15.69  -0.287
F3 -21.76 -14.67 -20.25  0.147
H21 -25.01 -7.89 -24.10  0.065
H22 -30.54 -11.28 -21.48  0.081
F4 -30.64 -3.38 -18.83  0.148
H23 -26.67 -8.50 -15.72  0.087
C10 -21.71 -13.45 -19.65  -0.567
H24 -30.21 -3.71 -14.47  0.074
H25 -29.42 -12.65 -21.10  0.075
H26 -27.18 -7.01 -24.67  0.076
F5 -22.72 -13.39 -18.83  0.188
C11 -26.28 -6.48 -24.37  -0.147
H27 -19.75 -13.81 -23.68  0.078
C12 -29.61 -11.59 -20.99  -0.159
F6 -20.62 -13.47 -18.85  0.133
H28 -28.22 -2.63 -15.83  0.107

***

Number 1: F_max 4.21 eV/A, energy -42841.7993 eV. Number 2: F_max 2.03 eV/A, energy -41585.2941 eV. Number 3: F_max 9.26 eV/A, energy -109976.5241 eV. Number 4: F_max 3.63 eV/A, energy -49572.5320 eV.